The following is a DFT calculation (ωB97M-V with the def2-TZVPD basis set) of C28H35AuBClN6Si as an isolated structure at a distorted geometry.

```
73
Properties=species:S:1:pos:R:3:forces:R:3
Au 0.0356 0.0226 -0.7194 0.1 0.2 0.3
Cl 0.4098 -0.5658 -4.0365 -0.3 0.0 -0.4
Si 2.3925 -0.2942 -1.2045 -0.6 0.1 -0.6
N -1.6095 1.6585 -0.5001 -0.3 -0.3 -0.1
N -2.7581 1.2821 0.1098 -0.2 0.1 0.1
N -0.3163 0.0864 1.5405 0.2 -0.1 -0.3
N -1.6054 -1.6585 -0.4789 -0.3 0.0 0.0
N -2.7512 -1.2896 0.1331 -0.4 -0.1 0.1
N -1.6179 0.0201 1.9537 0.1 0.0 -0.1
C 3.3038 1.3490 -1.3230 0.0 0.0 0.3
C 3.3656 -2.8972 -0.8337 -0.1 0.0 0.0
C -5.0788 -2.1497 0.5199 0.1 0.1 0.0
C -1.6611 0.0134 3.2997 0.0 0.0 -0.1
C -3.1510 -3.2204 -0.8432 0.0 0.0 0.0
C 0.4429 0.1187 2.6272 -0.1 0.1 0.1
C 4.1518 -1.3912 0.8511 0.1 -0.1 -0.1
C -1.8283 -2.8169 -1.0834 -0.1 -0.1 0.0
C 4.8671 -3.6883 0.8673 0.0 0.0 0.0
C -0.7614 -3.5085 -1.8686 0.0 0.1 0.0
C -0.3658 0.0756 3.7682 0.1 0.0 0.1
C -2.9335 -0.0586 4.0776 0.0 0.0 -0.1
C -3.6984 2.2347 -0.0575 0.0 0.0 0.0
C 3.3678 -1.6114 -0.2846 -0.1 0.1 0.3
C 4.6847 3.7698 -1.6937 0.0 0.0 0.0
C 3.7664 2.0940 -0.2327 0.0 0.1 -0.1
C -3.1394 3.2443 -0.8167 0.1 0.0 0.0
C 4.1216 -3.9204 -0.2792 0.0 0.0 0.0
C -3.7042 -2.2245 -0.0607 0.0 -0.1 0.0
C 3.5480 1.8543 -2.6035 0.0 0.0 0.0
C 1.9213 0.2127 2.5425 -0.1 0.0 0.1
C 4.4520 3.2874 -0.4132 0.0 0.0 0.0
C -1.8212 2.8347 -1.0723 0.0 0.1 0.0
C -0.5549 0.1255 -2.7354 1.2 0.0 0.5
C 4.8760 -2.4211 1.4346 0.1 0.0 0.0
C -0.7454 3.5416 -1.8310 0.0 0.0 0.0
C -5.0715 2.1605 0.5253 0.1 0.0 0.0
C 4.2328 3.0481 -2.7887 0.0 0.0 0.0
B -2.8227 0.0014 0.9753 0.3 -0.1 -0.1
H -5.0459 -2.1350 1.6101 0.0 0.0 0.0
H -5.6407 3.0340 0.2134 0.0 0.0 0.0
H -1.5067 -0.3909 -2.7000 0.0 0.0 0.1
H 4.1387 -4.8941 -0.7525 0.0 0.0 0.0
H -0.6516 1.1850 -2.9268 -0.1 0.0 -0.1
H 0.1422 -3.6266 -1.2678 0.0 0.0 0.0
H -2.7085 -0.0853 5.1418 0.0 0.0 0.0
H -1.1058 -4.4912 -2.1863 0.0 0.0 0.0
H 2.1992 0.4706 1.5239 0.0 0.0 0.0
H -0.0485 0.0960 4.7977 0.0 0.0 0.0
H -0.4926 -2.9335 -2.7563 0.0 0.0 0.0
H -5.0355 2.1423 1.6153 0.0 0.0 0.0
H 2.7736 -3.0946 -1.7214 0.0 0.0 0.0
H 2.4042 -0.7937 -2.5936 0.1 -0.1 0.1
H -3.6138 4.1599 -1.1305 0.0 0.0 0.0
H -3.5667 0.8064 3.8772 0.0 0.0 0.0
H -5.5990 1.2647 0.1969 0.0 0.0 0.0
H 2.2944 0.9802 3.2218 0.0 0.0 0.0
H 5.2230 4.6983 -1.8362 0.0 0.0 0.0
H -5.6044 -1.2515 0.1937 0.0 0.0 0.0
H -5.6498 -3.0204 0.2035 0.0 0.0 0.0
H 4.2204 -0.4013 1.2806 0.0 0.0 0.0
H 3.2028 1.3005 -3.4698 0.0 0.0 0.0
H 5.4580 -4.4826 1.3058 0.0 0.0 0.0
H -3.4990 -0.9539 3.8181 0.0 0.0 0.0
H -1.0099 3.6363 -2.8864 0.0 0.0 0.0
H 2.3908 -0.7362 2.7999 0.0 0.0 0.0
H 4.8032 3.8405 0.4493 0.0 0.0 0.0
H 3.5940 1.7500 0.7788 0.0 0.0 0.0
H -0.5986 4.5478 -1.4382 0.0 0.0 0.0
H -3.6353 -4.1201 -1.1868 0.0 0.0 0.0
H 5.4642 -2.2301 2.3241 0.0 0.0 0.0
H 0.1963 2.9967 -1.7537 0.0 0.0 0.0
H -3.8515 0.0002 1.5813 0.1 0.0 0.1
H 4.4150 3.4129 -3.7921 0.0 0.0 0.0
```
Positions in Å, forces in eV/Å.

Calculated values
* gap between HOMO and LUMO: 7.9 eV
* molecular weight: 726.948 g mol⁻¹
* net charge: 0
* HOMO energy: -8.24 eV
* E_LUMO: -0.33 eV